[1]
{"formula": "C20H33N5O2", "method": "the ωB97M-V functional and the def2-TZVPD basis", "elements": ["C", "C", "C", "C", "C", "C", "N", "C", "C", "N", "C", "C", "C", "C", "C", "C", "N", "C", "C", "C", "O", "N", "C", "C", "O", "N", "C", "H", "H", "H", "H", "H", "H", "H", "H", "H", "H", "H", "H", "H", "H", "H", "H", "H", "H", "H", "H", "H", "H", "H", "H", "H", "H", "H", "H", "H", "H", "H", "H", "H"], "xyz": [[1.710380, 5.372077, 0.141116], [1.335680, 3.917621, -0.117431], [0.411624, 3.378026, 0.971917], [0.142472, 1.876363, 0.863682], [-0.587711, 1.469686, -0.422895], [0.343864, 0.867278, -1.479525], [0.849745, -0.422561, -1.075906], [0.194320, -1.603551, -1.020289], [-1.217981, -1.808080, -1.443243], [-2.158665, -1.257535, -0.477363], [-2.088475, -1.951242, 0.798231], [-2.950774, -1.230388, 1.827588], [-4.395277, -1.164788, 1.344848], [-4.444694, -0.503759, -0.031729], [-5.866408, -0.463488, -0.581794], [-3.518621, -1.259919, -0.986062], [0.956188, -2.590226, -0.573005], [2.154296, -2.026069, -0.324375], [2.128337, -0.672054, -0.626636], [3.290110, 0.153852, -0.511279], [3.385161, 1.335276, -0.795298], [4.378388, -0.569903, -0.016171], [5.631205, 0.145598, 0.164164], [4.427268, -1.917315, 0.315647], [5.447520, -2.422348, 0.732173], [3.270158, -2.644680, 0.145196], [3.244675, -4.057714, 0.450730], [0.819850, 5.997311, 0.180065], [2.236389, 5.469214, 1.088496], [2.357766, 5.745160, -0.648845], [0.840906, 3.848366, -1.088255], [2.241200, 3.310874, -0.159263], [-0.539373, 3.917354, 0.941892], [0.867568, 3.574647, 1.945628], [1.092388, 1.343723, 0.930913], [-0.456529, 1.576067, 1.726770], [-1.355940, 0.725392, -0.203288], [-1.077523, 2.341443, -0.858633], [-0.201285, 0.745572, -2.420821], [1.209568, 1.510872, -1.642571], [-1.362078, -2.891766, -1.587384], [-1.383993, -1.301512, -2.399532], [-1.046164, -1.965700, 1.123146], [-2.426207, -2.997894, 0.697063], [-2.567419, -0.217826, 1.966343], [-2.889589, -1.753734, 2.782924], [-5.006109, -0.602493, 2.053329], [-4.804429, -2.175818, 1.275517], [-4.067603, 0.520074, 0.061260], [-6.519459, 0.080235, 0.096501], [-6.257988, -1.471884, -0.699422], [-5.890197, 0.028950, -1.551248], [-3.521017, -0.765968, -1.961964], [-3.895264, -2.289537, -1.123983], [5.465033, 1.179055, -0.130402], [5.940164, 0.090051, 1.207504], [6.407429, -0.305970, -0.452864], [2.542057, -4.247683, 1.262222], [4.249654, -4.352042, 0.746098], [2.925405, -4.614710, -0.429468]], "forces_ev_per_angstrom": [[-0.05, -0.18, -0.16], [-0.05, 0.17, 0.30], [0.21, -0.23, -0.15], [-0.20, 0.21, -0.01], [0.22, -0.06, 0.12], [-0.54, 0.66, -0.13], [0.18, -0.48, 0.09], [0.15, 0.10, -0.11], [-0.22, 0.09, 0.02], [-0.08, -0.35, -0.15], [0.10, 0.22, 0.28], [-0.09, -0.29, -0.07], [0.25, 0.32, -0.04], [-0.26, -0.32, -0.08], [0.29, 0.07, 0.08], [-0.04, 0.38, 0.07], [0.18, -0.49, 0.15], [-0.41, 1.27, -0.38], [0.21, -0.82, 0.25], [-0.26, -0.07, -0.08], [-0.05, 0.12, -0.05], [0.18, 0.16, 0.01], [0.26, 0.19, 0.04], [-0.16, -0.22, 0.02], [0.30, -0.04, 0.10], [0.10, -0.04, 0.01], [0.06, -0.28, 0.08], [-0.06, 0.12, 0.02], [0.06, 0.05, 0.10], [0.07, 0.13, -0.04], [0.02, -0.09, -0.11], [-0.04, -0.05, -0.08], [-0.05, 0.05, 0.06], [-0.02, 0.09, 0.05], [0.07, -0.08, 0.10], [0.05, -0.07, 0.03], [0.06, 0.21, -0.10], [-0.07, 0.07, -0.08], [0.12, 0.01, 0.01], [-0.10, -0.10, -0.09], [0.06, 0.11, -0.06], [-0.04, -0.09, 0.00], [-0.05, -0.09, 0.02], [0.05, -0.03, -0.01], [0.06, 0.04, 0.06], [0.05, 0.03, 0.04], [-0.09, -0.03, 0.01], [-0.08, -0.07, 0.00], [0.04, -0.01, -0.02], [-0.12, 0.04, 0.04], [-0.09, -0.12, -0.02], [-0.08, 0.05, -0.13], [-0.02, -0.05, -0.03], [-0.03, -0.02, -0.03], [0.04, -0.13, 0.04], [0.02, 0.00, -0.06], [-0.01, 0.03, 0.06], [0.02, -0.05, -0.02], [-0.14, 0.01, -0.04], [0.01, -0.03, 0.04]], "mulliken_charge": [-1.547, 0.393, -1.018, -0.620, 1.105, -1.551, 0.308, 0.663, -1.634, 0.737, -0.745, -0.456, -1.100, 1.091, -1.779, -1.430, -0.789, 1.560, -0.238, 0.208, -0.719, -0.007, -1.211, 0.678, -0.676, -0.020, -1.087, 0.357, 0.348, 0.405, 0.238, 0.044, 0.312, 0.432, 0.181, 0.274, -1.191, 0.639, 0.263, 0.627, 0.392, 0.456, 0.280, 0.426, 0.067, 0.424, 0.405, 0.300, 0.111, 0.427, 0.355, 0.419, 0.460, 0.353, 0.365, 0.345, 0.334, 0.306, 0.398, 0.329], "total_charge": 0, "relative_energy_kcal_mol": 2.9, "energy_ev": -32823.520, "orbital_gap_ev": 9.01}

[2]
{"formula": "C20H33N5O4", "method": "the ωB97M-V functional and the def2-TZVPD basis", "elements": ["C", "C", "O", "C", "C", "C", "N", "C", "O", "C", "O", "C", "C", "C", "N", "C", "O", "C", "C", "C", "N", "C", "N", "N", "C", "C", "C", "C", "C", "H", "H", "H", "H", "H", "H", "H", "H", "H", "H", "H", "H", "H", "H", "H", "H", "H", "H", "H", "H", "H", "H", "H", "H", "H", "H", "H", "H", "H", "H", "H", "H", "H"], "xyz": [[2.157509, -5.711963, -3.607054], [1.312800, -5.294374, -2.425894], [0.689055, -4.065672, -2.745387], [-0.284655, -3.628662, -1.816484], [0.330392, -3.228835, -0.476321], [-0.727803, -2.588320, 0.415632], [-1.329786, -1.452961, -0.264156], [-0.897561, -0.170945, -0.124851], [-1.207066, 0.718805, -0.893145], [-0.015264, 0.117014, 1.095772], [0.399833, 1.450650, 1.132283], [-0.596531, 2.333652, 1.639793], [-0.571075, 2.372010, 3.187539], [0.431799, 3.542464, 3.106441], [1.802748, 3.090648, 3.220433], [2.810229, 3.910128, 3.599554], [2.636779, 5.044246, 4.016312], [4.210695, 3.337773, 3.494593], [4.976094, 3.497602, 4.809246], [6.443817, 3.552528, 4.596017], [7.295681, 2.547572, 4.699666], [8.479671, 3.117155, 4.361553], [8.411332, 4.394647, 4.057767], [7.094218, 4.658637, 4.204368], [6.579969, 5.995707, 4.001417], [-0.022756, 3.757258, 1.640431], [-2.004942, -1.841913, -1.488535], [-1.024617, -2.468033, -2.473955], [-1.733125, -2.903284, -3.746583], [2.661081, -6.657681, -3.403366], [1.537980, -5.833486, -4.495484], [2.913986, -4.956548, -3.818828], [0.547691, -6.054656, -2.212806], [1.940521, -5.192493, -1.533403], [-1.005566, -4.449337, -1.644510], [0.753500, -4.099101, 0.030581], [1.140209, -2.515359, -0.656964], [-1.528542, -3.310436, 0.609671], [-0.343142, -2.308470, 1.392802], [-0.549476, -0.167084, 2.013152], [0.888740, -0.494863, 1.039205], [-1.542995, 2.160517, 1.129199], [-1.525579, 2.688761, 3.605770], [-0.240514, 1.470925, 3.708122], [0.316643, 4.371446, 3.798665], [2.033488, 2.236293, 2.737320], [4.227193, 2.302263, 3.154865], [4.693924, 3.935003, 2.712916], [4.631090, 4.398247, 5.317937], [4.763306, 2.659960, 5.473350], [9.410621, 2.576098, 4.339395], [5.501351, 5.953512, 3.864758], [6.810757, 6.624456, 4.860771], [7.042875, 6.416882, 3.113332], [0.750367, 3.967999, 0.903344], [-0.807148, 4.508357, 1.559234], [-2.785941, -2.566514, -1.225271], [-2.501992, -0.976491, -1.916751], [-0.276299, -1.708477, -2.728050], [-2.488017, -3.666508, -3.535149], [-2.232910, -2.055747, -4.218252], [-1.025788, -3.319576, -4.461196]], "forces_ev_per_angstrom": [[0.02, 0.00, -0.05], [-0.01, -0.07, -0.03], [0.04, 0.01, 0.06], [0.02, -0.06, -0.11], [0.01, -0.02, 0.13], [-0.15, -0.09, 0.02], [-0.05, -0.09, 0.13], [-0.04, 0.17, 0.02], [-0.02, -0.01, 0.00], [0.10, -0.07, -0.02], [0.04, 0.03, 0.08], [-0.01, 0.05, -0.01], [-0.07, -0.08, 0.04], [0.11, 0.09, 0.04], [-0.01, -0.10, -0.09], [-0.01, -0.03, 0.13], [-0.04, 0.01, 0.01], [0.01, 0.19, -0.28], [-0.11, -0.10, 0.23], [0.15, -0.13, 0.00], [-0.02, -0.03, 0.01], [-0.11, 0.06, 0.02], [0.01, -0.03, -0.03], [0.07, 0.10, -0.01], [0.00, 0.01, 0.01], [0.01, 0.05, -0.05], [-0.21, -0.09, -0.01], [0.04, 0.06, -0.10], [-0.03, -0.02, -0.08], [-0.01, 0.01, 0.02], [0.00, 0.00, 0.00], [0.00, 0.00, 0.01], [0.00, 0.03, 0.02], [-0.01, 0.00, 0.01], [0.01, 0.04, 0.03], [0.01, 0.01, -0.03], [0.02, -0.02, -0.03], [0.02, 0.00, -0.01], [0.11, 0.06, -0.05], [0.01, 0.01, -0.03], [-0.03, 0.01, 0.00], [-0.02, 0.01, 0.01], [-0.02, 0.03, -0.02], [0.02, 0.02, -0.04], [-0.09, 0.01, -0.03], [0.03, 0.01, 0.00], [-0.04, -0.03, 0.04], [0.03, -0.07, 0.05], [0.00, 0.06, -0.09], [0.03, -0.02, -0.03], [0.03, 0.01, 0.00], [0.00, 0.01, 0.02], [0.00, 0.02, -0.01], [0.01, 0.01, -0.01], [0.02, -0.06, 0.01], [-0.03, -0.02, 0.05], [0.05, -0.01, -0.01], [0.11, 0.08, -0.03], [0.00, 0.00, 0.04], [0.00, 0.02, 0.02], [-0.02, 0.00, 0.01], [0.00, -0.01, 0.02]], "mulliken_charge": [-1.324, -0.136, -0.344, 0.053, -0.552, -1.275, 0.177, 0.905, -0.656, -0.739, -0.416, 0.126, -1.024, -0.181, -0.171, 0.418, -0.713, -0.206, -0.936, 0.531, -0.749, -0.199, -1.022, 0.831, -0.713, -1.122, -1.526, 0.952, -1.746, 0.405, 0.317, 0.313, 0.322, 0.234, 0.245, 0.567, 0.177, 0.387, 0.449, 0.341, 0.315, 0.613, 0.344, 0.367, 0.588, 0.283, 0.307, 0.315, 0.361, 0.361, 0.454, 0.277, 0.270, 0.289, 0.382, 0.273, 0.331, 0.508, 0.204, 0.365, 0.447, 0.349], "total_charge": 0, "relative_energy_kcal_mol": 7.9, "energy_ev": -36916.195, "orbital_gap_ev": 9.85}

[3]
{"formula": "C20H33NO10P2Pd", "method": "the ωB97M-V functional and the def2-TZVPD basis", "elements": ["Pd", "C", "C", "C", "O", "P", "O", "C", "P", "O", "O", "C", "C", "C", "O", "C", "C", "C", "O", "C", "C", "C", "H", "H", "H", "H", "H", "H", "H", "H", "H", "H", "H", "H", "H", "H", "H", "H", "H", "H", "H", "H", "H", "H", "H", "H", "H", "H", "H", "H", "H", "H", "O", "C", "O", "C", "C", "C", "N", "C", "C", "C", "O", "O", "H", "H", "H"], "xyz": [[2.564510, -0.766106, -0.088541], [0.157390, 4.494347, 1.603917], [0.121243, 3.407093, 2.654357], [0.407716, 3.905858, 4.052230], [1.162143, 2.436971, 2.320514], [0.844168, 0.953255, 1.928247], [2.115430, 0.186026, 1.830671], [-0.119406, 0.975862, 0.412119], [-0.612141, -0.685505, -0.118006], [0.551142, -1.607732, 0.052644], [-1.233383, -0.578008, -1.535791], [-0.465184, -0.350879, -2.789509], [-0.558495, -1.610900, -3.613325], [-1.040275, 0.875436, -3.452718], [-1.799124, -1.163008, 0.779109], [-3.131863, -0.559354, 0.710832], [-4.060612, -1.568403, 0.075837], [-3.515664, -0.176980, 2.122143], [-0.183835, 0.382811, 2.970025], [0.212562, -0.462164, 4.107839], [0.140967, -1.905724, 3.666295], [-0.736406, -0.126013, 5.233905], [-0.600246, 5.247660, 1.821259], [-0.031993, 4.091831, 0.608642], [1.135599, 4.974818, 1.597487], [-0.843737, 2.890349, 2.640172], [1.388838, 4.379760, 4.085287], [0.392919, 3.084544, 4.768263], [-0.343756, 4.638205, 4.348285], [0.495511, 1.432411, -0.373576], [-1.008823, 1.595771, 0.561400], [0.563761, -0.162813, -2.491373], [-1.597645, -1.805250, -3.883669], [-0.172467, -2.467144, -3.058735], [0.022086, -1.522520, -4.534921], [-2.088069, 0.714557, -3.709235], [-0.483353, 1.074651, -4.368117], [-0.959076, 1.752280, -2.808914], [-3.068977, 0.329856, 0.076679], [-4.091661, -2.477691, 0.676896], [-3.724783, -1.820276, -0.928757], [-5.068674, -1.157069, 0.013886], [-3.561517, -1.068422, 2.749752], [-4.497323, 0.297481, 2.124891], [-2.787830, 0.510699, 2.552538], [1.236242, -0.191872, 4.373760], [-0.875422, -2.156088, 3.359476], [0.428108, -2.556295, 4.493213], [0.809753, -2.090728, 2.827177], [-1.762351, -0.356296, 4.943338], [-0.674460, 0.928833, 5.500082], [-0.487093, -0.718521, 6.114207], [3.476022, -3.066654, -6.774030], [2.518244, -2.570108, -6.168283], [1.352658, -2.280374, -6.479622], [2.827361, -2.218786, -4.701616], [2.879797, -3.198624, -3.714402], [2.905654, -2.827427, -2.387978], [2.907807, -1.543269, -2.012346], [2.925431, -0.584142, -2.958840], [2.905738, -0.884185, -4.298429], [2.787207, 0.849829, -2.479672], [2.764965, 1.776655, -3.251897], [2.608438, 0.982481, -1.183026], [2.846499, -4.245963, -3.982684], [2.875182, -3.560800, -1.591622], [2.854552, -0.078237, -5.017737]], "forces_ev_per_angstrom": [[0.04, -0.15, -0.03], [-0.01, 0.01, 0.00], [0.01, -0.01, -0.01], [-0.01, 0.01, 0.00], [-0.01, -0.04, 0.00], [0.03, 0.08, -0.01], [0.13, -0.11, -0.02], [-0.22, 0.08, -0.07], [0.04, 0.00, 0.13], [0.05, -0.03, -0.17], [-0.17, 0.10, -0.06], [0.01, -0.06, -0.03], [0.00, 0.00, 0.00], [0.00, -0.01, 0.01], [0.01, 0.05, 0.07], [0.01, -0.04, -0.05], [-0.01, 0.01, -0.01], [0.00, 0.00, 0.00], [-0.02, 0.03, 0.04], [0.00, 0.02, -0.04], [0.00, -0.02, 0.03], [0.00, 0.00, 0.01], [0.00, 0.00, 0.00], [0.01, 0.00, 0.00], [0.00, 0.00, 0.00], [0.00, 0.01, 0.01], [0.00, 0.00, 0.00], [0.00, 0.00, 0.00], [0.00, 0.00, 0.00], [0.04, -0.03, 0.05], [0.00, -0.02, -0.03], [0.01, -0.02, 0.02], [-0.01, 0.00, 0.01], [-0.01, 0.02, 0.02], [0.01, 0.02, -0.04], [0.00, -0.01, 0.00], [0.00, 0.00, 0.00], [0.01, 0.00, 0.00], [-0.01, 0.00, 0.01], [0.00, 0.00, 0.00], [0.00, 0.00, 0.00], [0.00, 0.00, 0.00], [0.00, 0.00, 0.00], [0.00, 0.00, -0.01], [-0.01, 0.00, 0.00], [0.00, -0.01, 0.01], [0.00, 0.01, 0.00], [0.01, 0.00, 0.00], [0.00, 0.00, 0.00], [0.00, 0.00, 0.00], [0.00, 0.00, 0.00], [0.00, 0.00, 0.00], [-0.29, -0.04, -0.12], [0.73, 0.00, 0.31], [-0.18, 0.02, -0.04], [-0.30, 0.03, -0.20], [0.00, -0.02, 0.03], [-0.02, 0.04, 0.02], [0.18, -0.02, 0.10], [0.05, 0.07, -0.01], [-0.11, -0.01, 0.03], [-0.07, -0.16, 0.13], [0.08, 0.01, -0.08], [-0.10, 0.16, 0.01], [0.01, 0.00, -0.01], [0.05, 0.00, 0.00], [0.01, 0.01, 0.01]], "mulliken_spin": [1.503, 0.000, 0.000, 0.000, 0.001, -0.001, 0.049, 0.004, 0.022, 0.050, 0.002, 0.013, 0.000, 0.000, -0.005, 0.003, 0.000, 0.000, 0.004, 0.001, -0.003, 0.000, 0.000, 0.000, 0.000, 0.000, 0.000, 0.000, 0.000, -0.006, 0.000, 0.013, 0.000, 0.000, 0.000, 0.000, 0.000, 0.000, 0.000, 0.000, 0.000, 0.000, 0.000, 0.000, 0.000, 0.001, 0.000, 0.000, 0.005, 0.000, 0.000, 0.000, 0.000, 0.000, -0.001, -0.002, 0.011, -0.003, 0.129, -0.017, 0.009, -0.043, 0.027, 0.233, -0.001, 0.005, -0.001], "total_charge": 0, "relative_energy_kcal_mol": 4.2, "multiplicity": 3, "energy_ev": -65302.799, "s_squared": 2.0048, "orbital_gap_ev": [7.43, 5.23]}